{"formula": "C34H57CoN3O3Si", "method": "the ωB97M-V functional and the def2-TZVPD basis", "elements": ["N", "H", "H", "H", "H", "Co", "H", "C", "H", "H", "O", "H", "H", "C", "C", "H", "N", "H", "H", "H", "H", "H", "H", "C", "H", "H", "H", "H", "C", "H", "C", "C", "C", "O", "C", "H", "Si", "H", "H", "C", "H", "C", "H", "H", "C", "C", "H", "H", "H", "C", "H", "H", "H", "N", "H", "C", "H", "H", "H", "H", "C", "H", "C", "H", "H", "C", "C", "H", "C", "H", "C", "C", "H", "H", "C", "H", "H", "H", "H", "H", "H", "C", "H", "O", "C", "H", "H", "C", "C", "H", "C", "H", "C", "C", "C", "C", "C", "C", "H"], "coordinates": [[-0.72187, -1.71207, 2.47596], [-0.34525, -1.93693, -4.45269], [4.03180, 1.16506, -0.75198], [-4.22169, -2.47190, 0.21410], [3.94177, -1.59540, 3.70819], [0.41611, -1.55286, 1.03308], [3.14297, -0.35523, -0.54086], [-2.52684, 4.40783, -2.19774], [-1.03555, 2.38992, 2.09023], [-2.51059, -2.81647, 0.45998], [-1.76239, 2.09978, -1.95733], [-3.71334, 2.63355, -2.47692], [-2.24564, 0.80994, -3.51698], [2.07394, -3.62438, 0.04653], [3.57998, 2.20589, 1.60573], [-2.76593, -4.62931, -2.08460], [2.14386, -1.22091, 1.68739], [0.55521, 5.04247, -1.08119], [4.73278, -2.95154, 2.87735], [-3.68099, 1.85541, 1.01204], [2.49287, -4.44585, -1.92192], [-2.22804, 4.48209, -3.24814], [-3.56234, 0.60717, 2.27925], [-0.53327, 4.48576, 2.28537], [-0.45237, -5.62277, 0.08939], [-3.47714, -2.14467, 1.79413], [-1.20698, 1.33987, -0.54149], [-0.96555, -4.20237, 1.00974], [3.82735, 0.34755, -0.04779], [-3.40474, 5.04163, -2.04870], [-2.89035, 2.99601, -1.83616], [-1.69487, -3.23782, -3.35702], [3.04956, -2.20726, 1.82072], [-2.23317, -0.96507, 4.17832], [-1.12498, 0.23245, -0.03784], [-0.02583, 0.55573, -4.31871], [-2.94329, -0.36546, 0.09010], [4.77866, -0.18422, 0.11816], [0.24790, 3.66771, -2.18221], [3.26880, 0.90209, 1.22789], [0.72434, 2.06758, -0.34303], [0.41132, -2.40541, -2.49880], [-0.36041, 5.34089, 1.62354], [-1.16750, 4.81295, 3.11297], [-1.55928, 1.64824, -3.31039], [-1.23604, 3.34607, 1.57683], [-3.00079, -0.81788, -2.37307], [0.41637, 4.15169, 2.71502], [1.48766, -1.34436, 4.13584], [-1.14102, -4.76523, 0.08098], [-2.44349, -3.26393, -4.15047], [-0.53020, -0.36948, -0.74218], [2.56994, -2.24633, -2.39817], [1.00336, -2.84598, -0.15888], [2.01621, -0.17529, 5.36361], [3.13902, 2.71936, 2.82564], [3.37886, 3.74678, 3.10432], [1.87778, 3.94610, -1.52116], [3.72656, -4.14163, 1.27387], [0.50810, 2.10703, -3.65982], [-0.96483, -3.92777, -1.15245], [1.81454, -1.36712, -3.73769], [0.80614, 3.99798, -1.30040], [0.44461, 0.01777, 4.58587], [-4.55795, -1.15302, -1.61115], [1.69155, -1.65129, -2.68531], [0.49530, 3.12117, -0.12089], [-4.10036, 0.52289, -1.96880], [1.48672, -0.28167, 4.40400], [-2.15937, -5.16940, 0.11389], [-0.53513, -2.47731, -3.52116], [-0.12490, 1.23367, -3.46569], [-4.94309, 0.60923, 1.15543], [-2.32458, 3.49180, 1.58225], [2.31611, -4.77565, -0.88675], [-0.63389, 0.41555, 0.92933], [4.96456, -1.30046, 2.27812], [-3.21900, 2.92683, -0.79153], [1.10014, 3.41188, 0.75211], [3.21264, -5.30690, -0.54880], [-1.80587, 2.46737, -4.00692], [-3.71630, -0.44612, -1.62939], [-1.71586, 4.76870, -1.55653], [-0.90951, 3.19530, 0.19384], [2.41821, 1.90702, 3.70071], [0.25604, 0.73107, -2.57019], [4.18081, 2.81557, 0.92733], [-3.86357, 0.79905, 1.23877], [2.95889, -3.39232, 1.09809], [1.48260, -5.49259, -0.89453], [2.48040, 0.10899, 2.08994], [1.71618, -0.72438, -2.09382], [-1.47870, -1.33636, 3.32982], [4.23001, -1.98988, 2.72397], [-3.30974, -2.10917, 0.70996], [0.13791, -3.05876, -1.27771], [-1.88701, -3.99004, -2.19665], [2.12727, 0.58808, 3.36827], [2.09767, 2.28373, 4.67467]], "forces_ev_per_a": [[-0.223, -0.084, 0.394], [-0.108, -0.230, 0.297], [-0.010, -0.250, 0.150], [0.192, 0.161, 0.156], [-0.033, -0.015, -0.380], [-1.624, 0.890, 0.604], [0.167, 0.158, 0.158], [0.038, 0.360, 0.046], [-0.053, 0.159, 0.088], [-0.300, 0.209, 0.159], [-0.758, 0.631, -1.605], [0.209, 0.033, 0.196], [0.162, 0.262, 0.037], [-1.456, -0.027, -0.947], [-0.112, 0.010, 0.183], [0.269, 0.223, -0.081], [1.392, -0.591, -0.171], [0.042, -0.183, -0.085], [-0.029, 0.261, 0.014], [-0.087, -0.215, 0.071], [-0.176, 0.007, 0.358], [-0.003, 0.086, 0.128], [-0.111, 0.098, -0.201], [0.053, 0.001, 0.294], [-0.137, 0.189, -0.035], [0.062, -0.066, -0.223], [0.245, -2.878, 1.195], [-0.074, -0.150, -0.235], [0.048, -0.037, -0.524], [0.079, 0.060, -0.081], [0.087, -0.614, 0.034], [0.023, -0.085, 0.021], [-0.249, 1.402, 0.549], [1.383, -0.695, -1.569], [-0.584, 1.562, -0.555], [0.065, 0.059, 0.085], [-0.353, -0.132, -0.140], [-0.263, 0.137, -0.003], [0.137, 0.199, 0.238], [-0.259, -0.171, 0.223], [0.117, 0.126, 0.007], [-0.275, -0.056, 0.417], [-0.076, -0.153, 0.073], [0.126, 0.061, -0.019], [-0.659, 0.227, 0.428], [-0.127, -0.436, -0.441], [-0.104, 0.046, 0.106], [-0.046, 0.214, -0.105], [-0.046, 0.270, 0.046], [-0.138, -0.254, 0.291], [0.235, -0.024, 0.218], [0.137, -0.023, -0.094], [-0.201, 0.141, -0.048], [1.388, -1.088, -0.561], [-0.143, -0.013, -0.308], [-0.078, -0.063, 0.033], [-0.073, -0.295, -0.082], [-0.082, 0.011, -0.031], [-0.133, 0.205, -0.077], [-0.018, -0.227, 0.085], [0.274, 0.398, 0.079], [-0.018, -0.045, 0.277], [0.152, 0.199, -0.253], [0.236, -0.099, -0.030], [0.191, 0.220, 0.036], [0.311, 0.323, -0.152], [-0.468, -0.210, 0.676], [0.123, -0.198, -0.015], [-0.289, -0.315, 0.447], [0.245, 0.089, 0.075], [-0.079, -0.205, 0.152], [0.543, 0.083, -0.305], [0.224, 0.044, 0.071], [0.285, 0.018, 0.011], [0.497, -0.463, 0.097], [0.045, -0.017, 0.073], [-0.326, -0.135, 0.119], [0.105, 0.030, -0.293], [-0.180, -0.098, -0.250], [-0.202, 0.018, -0.194], [0.080, -0.304, 0.130], [-0.006, 0.246, -0.108], [-0.283, -0.069, -0.202], [0.701, 0.710, 0.461], [0.314, 0.350, -0.263], [-0.226, 0.072, -0.178], [-0.182, -0.133, 0.238], [0.072, 0.035, -0.038], [0.236, -0.198, 0.170], [0.172, 0.352, -0.020], [0.680, 0.781, 0.795], [0.011, -0.233, -0.101], [-1.103, 0.534, 1.342], [0.462, -0.356, 0.122], [0.287, -0.221, 0.231], [-0.442, -0.567, -1.013], [0.126, 0.210, -0.229], [-0.177, -0.158, -0.465], [0.157, -0.088, -0.279]], "mulliken_charge": [-0.5567, 0.4365, 0.5341, 0.4480, 0.2370, 0.1083, -0.0623, -1.3201, -0.0103, -0.0906, 0.2130, 0.5135, 0.3795, 1.6206, -0.8495, 0.4442, 1.0318, 0.3462, 0.4979, 0.1692, 0.2624, 0.3540, 0.2734, -1.3644, 0.3238, 0.4506, -2.1230, 0.2634, -1.6196, 0.4774, -0.1268, -1.1972, 1.4605, -0.5566, 3.9852, 0.4596, -0.1508, 0.2991, 0.2037, 1.4739, -0.7613, 0.8635, 0.2526, 0.4406, -0.7985, 0.1049, -0.1706, 0.2312, 0.3135, -1.3815, 0.4129, -1.1729, 0.3610, 1.4815, 0.5009, -0.7758, 0.4384, 0.3701, 0.4507, 0.4076, 0.6046, 0.4945, -1.6935, 0.3728, 0.5267, -0.8500, 1.5786, 0.2588, -2.1652, 0.4229, -0.5961, -0.7164, 0.4487, 0.3752, -1.5257, -0.3934, 0.2584, -0.1726, 0.0697, 0.5107, 0.3868, -0.6740, 0.1059, -0.0936, -0.6116, -0.2668, 0.4603, -1.0011, -2.3962, 0.2322, -1.0883, -0.1872, 0.9577, -1.6096, -0.7303, -0.5997, -0.6841, 1.6823, 0.5005], "e_lumo_ev": [-3.1, -5.5], "charge": 1, "multiplicity": 5, "gap_ev": [8.52, 6.17], "s2": 6.046, "max_force_ev_per_a": 3.126}